# 1
The following is a DFT calculation (ωB97M-V with the def2-TZVPD basis set) of 2 unconnected molecules or ions with the total composition C4H11NO2.

```
18
Properties=species:S:1:pos:R:3:forces:R:3
C 0.56773 0.00374 -3.54802 1.6 -0.2 -3.9
C 0.62391 0.53235 -2.21006 -4.3 3.0 -0.3
C 0.48504 -0.45721 -1.12920 -1.3 -2.4 3.7
O 0.55133 -1.69479 -1.11740 1.0 1.6 -1.8
N 0.16167 0.09906 0.11102 0.1 1.0 0.0
C 0.31899 -0.65969 1.40104 -0.7 2.4 0.4
H 0.49571 0.76616 -4.40439 0.2 -0.6 1.6
H -0.27343 -0.62828 -3.75642 -0.2 -0.8 0.2
H 1.55175 -0.48308 -3.70717 -0.8 -0.5 -0.4
H 1.45322 1.16057 -2.10207 1.4 0.8 0.6
H -0.32721 1.35798 -2.24376 2.2 -2.1 1.1
H -0.52599 0.86780 0.01010 1.0 -0.6 0.8
H -0.21281 -1.57834 1.36876 0.2 -1.2 -0.3
H 1.39547 -0.71406 1.77664 -1.5 -0.1 -0.8
H -0.30870 -0.10380 2.16831 1.1 -0.2 -0.8
O -1.82760 0.42508 5.46256 -0.2 -0.9 -0.2
H -2.35782 -0.16379 6.02556 0.3 0.5 -0.2
H -1.77126 1.27029 5.89450 -0.1 0.4 0.4
```
Positions in Å, forces in eV/Å.

The total energy is -364.2010 hartree. As for the energy relative to the best compared isomer or geometry (same formula, charge and spin): 42.18 kcal/mol. The SMILES is CCC(=O)NC.O.

# 2
The following is a DFT calculation (ωB97M-V with the def2-TZVPD basis set) of 2 unconnected molecules or ions with the total composition CH5NO.

```
8
Properties=species:S:1:pos:R:3:forces:R:3
C 1.34121 0.56693 -0.06916 0.5 -1.2 0.8
N -2.09461 0.52613 -0.25108 3.2 -3.5 0.9
O -1.03450 -0.02692 0.37074 -1.9 0.9 -0.6
H 1.68872 -0.29340 0.48724 -0.1 -0.3 -0.3
H 1.15280 1.36903 0.58148 -0.3 1.3 0.2
H 1.62913 0.64522 -1.08772 -0.1 0.3 -0.6
H -1.94725 0.50568 -1.21551 -0.2 0.1 -1.8
H -2.50240 1.30474 0.12743 -0.9 2.4 1.4
```
Positions in Å, forces in eV/Å.

The total energy is -170.9080 hartree. As for the energy relative to the best compared isomer or geometry (same formula, charge and spin): 109.32 kcal/mol.

# 3
The following is a DFT calculation (ωB97M-V with the def2-TZVPD basis set) of a molecular structure, C18H22O17P2V.

```
60
Properties=species:S:1:pos:R:3:forces:R:3
O 2.78742 -0.79567 0.83621 2.1 -0.7 1.9
V 1.54702 -0.16740 0.14261 -0.3 0.7 -2.3
C 0.79726 -3.86491 -1.98263 -0.3 1.6 2.7
C 1.22194 -2.66290 -1.48341 0.1 1.4 -2.3
C 2.01820 -1.66466 -2.47870 -0.5 -2.0 0.9
O 2.39037 -0.57093 -1.98417 -0.8 -0.2 0.8
C 2.23684 -2.17978 -3.76907 0.7 2.8 2.0
C 1.72405 -3.36318 -4.21664 0.5 -1.7 -4.6
C 1.01484 -4.26728 -3.25519 -1.1 -6.2 -0.9
O 0.65832 -5.53076 -3.44326 1.2 3.9 -1.3
O 1.90965 -3.66131 -5.45886 -0.9 -0.2 2.6
O 0.89259 -2.21503 -0.36092 0.2 1.9 1.2
H 0.25100 -4.50508 -1.30576 0.0 -0.2 -0.1
H 2.84457 -1.58425 -4.43420 -0.1 0.0 -0.3
C 3.44581 3.90035 -0.16794 -1.8 -8.0 -2.9
C 3.26540 4.94203 0.59955 3.7 6.1 1.8
C 2.27940 4.97833 1.78339 -1.6 3.5 1.1
O 2.06565 6.05629 2.42546 1.3 -1.0 -1.1
C 1.45329 3.90954 2.09357 0.3 -3.6 -2.5
C 1.59178 2.69866 1.28377 4.0 7.1 -0.6
C 2.66791 2.70965 0.04121 -0.4 -0.6 1.1
O 2.76025 1.52022 -0.49688 -0.9 1.9 0.8
O 1.11861 1.64618 1.51461 -2.9 -6.6 0.5
O 4.15862 5.87450 0.35826 -2.9 -0.9 1.7
H 4.25105 3.82899 -0.88411 0.0 0.3 -0.1
H 0.65310 3.99249 2.81414 0.2 0.0 0.2
C -2.11540 -2.99036 3.90021 0.2 -1.1 -0.4
O -2.12367 -1.75442 3.23085 2.0 1.6 -0.6
P -0.73814 -0.84607 3.10643 -1.6 2.3 1.2
O 0.21502 -1.02973 1.99198 -1.1 0.0 0.3
O -0.09647 -0.98095 4.58334 -1.9 -1.8 -1.8
C 0.98919 -0.18412 4.92423 0.6 2.2 -0.2
O -1.41253 0.65290 3.24441 0.8 -2.7 0.6
C -1.90998 1.47790 2.19175 1.4 -0.4 -0.3
H -2.73549 -2.94618 4.79555 0.5 0.2 0.3
H -1.08752 -3.32599 4.03775 -0.1 0.0 0.7
H -2.56434 -3.75883 3.27091 -0.2 0.1 -0.3
H 1.97066 -0.63579 4.77996 -0.2 -0.4 0.5
H 0.73245 0.22438 5.90164 0.7 -0.4 0.3
H 0.99517 0.69786 4.28379 0.2 0.2 -0.2
H -1.58012 1.03617 1.25146 -0.4 0.2 -0.3
H -1.31345 2.38150 2.31724 -0.7 0.4 -0.3
H -2.99222 1.56789 2.28527 0.2 0.2 -0.1
C -2.35193 -1.66208 -0.61944 1.0 -0.3 1.9
O -2.20833 -1.06239 -1.87173 0.6 1.3 -1.5
P -1.45063 0.37880 -1.91734 -1.6 -0.6 -0.7
O -0.17955 0.40161 -1.15081 -1.8 0.6 -0.9
O -1.52777 0.77179 -3.48810 0.4 -1.4 1.5
C -0.81503 0.00653 -4.52958 1.1 1.1 -0.1
O -2.60068 1.35195 -1.30681 1.6 -0.6 -0.6
C -3.82157 1.66353 -1.96332 -0.6 0.6 0.6
H -1.81605 -1.05412 0.10947 -0.2 0.0 0.4
H -1.81555 -2.60783 -0.54230 -0.1 -0.2 -0.5
H -3.38173 -1.78253 -0.28316 -0.2 0.2 -0.5
H -0.06574 0.71805 -4.87658 0.0 0.0 -0.2
H -1.46206 -0.23847 -5.37185 -0.3 0.0 0.5
H -0.20941 -0.84220 -4.21181 -0.5 -0.2 0.5
H -3.72482 2.48925 -2.66827 0.3 -0.1 0.0
H -4.43262 1.99659 -1.12440 -0.3 0.2 -0.2
H -4.37465 0.86129 -2.45180 0.6 -0.5 0.0
```
Positions in Å, forces in eV/Å.

The total energy is -3605.0529 hartree. As for the spin multiplicity: 2. Its net charge is -2. Its expectation value of S² is 0.758.

# 4
The following is a DFT calculation (ωB97M-V with the def2-TZVPD basis set) of a gas-phase ion, C4H11N2 (charge +1).

```
17
Properties=species:S:1:pos:R:3:forces:R:3
C 0.54953 0.83268 1.82268 -1.4 -0.3 1.5
N 0.28853 0.12479 0.60284 -0.7 1.6 0.9
C -1.07040 0.36120 0.15477 1.1 -2.3 0.1
C -1.10180 -0.75943 -0.93653 -1.9 -0.2 0.3
N 0.37470 -1.02941 -1.21577 0.1 1.6 -4.5
C 1.10461 0.19184 -0.53250 -1.9 -2.9 1.2
H 1.55179 0.69291 2.13199 1.1 0.0 0.3
H 0.28878 1.92249 1.86367 0.1 -0.8 -0.3
H -0.10151 0.23932 2.54960 0.9 1.3 -0.4
H -1.15697 1.30146 -0.35704 -0.5 0.9 0.2
H -1.65106 0.20693 1.08840 -0.5 0.2 -1.3
H -1.63169 -1.66053 -0.56750 0.8 0.4 -0.2
H -1.67121 -0.41569 -1.83688 1.0 -0.4 0.5
H 0.71015 -1.98464 -1.10760 0.0 0.1 1.3
H 0.54575 -0.92994 -2.27441 -0.6 0.0 1.6
H 0.91962 1.03041 -1.15854 0.5 0.8 -1.0
H 2.05120 -0.12439 -0.22719 2.0 0.1 -0.4
```
Positions in Å, forces in eV/Å.

The total energy is -268.2162 hartree. As for the energy relative to the best compared isomer or geometry (same formula, charge and spin): 55.68 kcal/mol. The SMILES is CN1CC[NH2+]C1. Its net charge is +1.